(1)
Formula: C11H21O16Tl
Source: OMol25
Level of theory: wB97M-V/def2-TZVPD

```
! wB97M-V def2-TZVPD RIJCOSX def2/J DEFGRID3
* xyz -1 2
Tl -1.1728 -0.1926 0.0537
O -0.4416 1.9278 -1.7600
H -0.5741 2.4358 -2.5840
O 0.2681 -4.2539 -2.5641
C -0.1243 -3.7849 -1.4107
O -0.0494 -2.5140 -1.3362
O -0.6225 -4.4789 -0.5707
H 0.3570 -3.3167 -2.7521
O -0.1734 -3.0623 3.8143
C -0.6238 -2.3153 2.7738
O -1.2202 -2.9231 1.8841
O -0.3045 -1.1216 2.7028
H -0.1679 -4.0114 3.6700
C -1.1946 0.5196 -4.5883
O -2.4850 -0.0930 -4.6483
C -2.9335 -0.7261 -3.5248
O -2.4003 -0.8921 -2.4414
O -4.2429 -1.0014 -3.7075
C -5.0318 -1.8398 -2.8767
H -1.2965 1.3210 -3.8565
H -0.8025 0.7884 -5.5691
H -0.5182 -0.3143 -4.4004
H -5.9277 -2.2531 -3.3400
H -5.3175 -1.2488 -2.0065
H -4.3940 -2.6422 -2.5059
C 0.8975 4.3167 0.2484
O 0.8798 4.2593 1.6844
C 0.2710 3.0809 2.2089
O -0.1842 2.1903 1.5826
O 0.2370 3.0967 3.5604
C 0.5128 4.2256 4.3885
H 0.6738 3.3877 -0.2758
H 1.9159 4.5853 -0.0327
H 0.4362 5.2331 -0.1196
H 0.1669 5.1779 3.9864
H 1.5631 4.2816 4.6745
H -0.0577 4.1887 5.3165
C 3.5198 1.1963 1.7927
O 3.6303 -0.2323 1.7774
C 2.7507 -0.9285 1.0744
O 1.7129 -0.4584 0.5735
O 3.1365 -2.2655 1.0471
C 2.2937 -3.3040 0.7683
H 3.8253 1.5087 0.7941
H 4.3644 1.6103 2.3436
H 2.5391 1.5618 2.0971
H 1.6051 -3.5302 1.5824
H 2.8999 -4.1985 0.6254
H 1.8043 -2.9907 -0.1538
*
```

The LUMO energy (spin up / spin down) comes out at 2.069 / -0.514 eV. For the total energy, the calculation gives -1808.0045 a.u. The expectation value of S² is 0.755. The value obtained for the HOMO energy (spin up / spin down) is -0.1516 / -0.1506 hartree.



(2)
Formula: C11H21O3
Source: OMol25
Level of theory: wB97M-V/def2-TZVPD

```
! wB97M-V def2-TZVPD RIJCOSX def2/J DEFGRID3
* xyz -1 1
C -4.0750 -0.8662 -1.6415
O -2.9337 -1.5948 -2.0611
C -2.0222 -1.8683 -0.9990
C -0.5950 -2.0692 -1.5830
C 0.5084 -2.2198 -0.4809
C 0.7422 -0.8161 0.1960
C 1.0273 -0.8656 1.7359
C 0.3802 0.4184 2.3999
C 1.2544 1.7132 2.2283
C 1.0871 2.3855 0.8235
C 2.3511 2.2686 -0.0989
C 1.8321 2.4075 -1.5866
O 1.0553 3.3654 -1.7791
O 2.1529 1.5822 -2.4779
H -4.0529 -0.5437 -0.5796
H -4.1581 0.0466 -2.2805
H -5.0324 -1.4260 -1.7911
H -2.0357 -1.0838 -0.2120
H -2.3158 -2.8301 -0.4935
H -0.5604 -2.8882 -2.3332
H -0.3367 -1.1356 -2.1415
H 0.3206 -3.0488 0.2341
H 1.4477 -2.4578 -1.0361
H 1.5860 -0.3375 -0.3499
H -0.1487 -0.1936 -0.0288
H 0.5745 -1.7459 2.2420
H 2.1250 -0.8118 1.9248
H 0.1885 0.2845 3.4887
H -0.6071 0.6334 1.9260
H 0.8771 2.4520 2.9814
H 2.3077 1.4980 2.5103
H 0.8139 3.4575 0.8864
H 0.2575 1.9033 0.2593
H 2.8958 1.3064 0.0088
H 3.0883 3.0800 0.1087
*
```

The LUMO energy comes out at 3.100 eV. For the total energy, the calculation gives -657.4631 a.u. As for the SMILES: COCCCCCCCCCC(=O)[O-]. The value obtained for the HOMO energy is -0.1422 hartree.



(3)
Formula: C11H21OsP2
Source: OMol25
Level of theory: wB97M-V/def2-TZVPD

```
! wB97M-V def2-TZVPD RIJCOSX def2/J DEFGRID3
* xyz 3 1
Os -0.7809 0.3230 0.5416
C -1.8762 -0.9068 1.9873
C -2.6841 0.2831 1.8893
C -1.9213 1.4087 2.2848
C -0.6412 0.9153 2.6980
C -0.6142 -0.5141 2.5405
H -2.2072 -1.9229 1.8329
H -3.6915 0.3305 1.4890
H -2.2524 2.4382 2.2633
H 0.1510 1.5186 3.1192
H 0.1844 -1.1749 2.8444
C 2.7336 1.0667 1.2460
P 1.3870 0.8612 0.1013
C 0.4191 2.3609 -0.2651
C 2.0346 0.1038 -1.4067
C 0.8868 -0.2480 -2.3475
P -0.3629 -1.1164 -1.3711
C 0.2153 -2.7917 -1.0902
C -1.9496 -1.1520 -2.2297
H 3.5441 1.5848 0.7225
H 3.0910 0.0789 1.5477
H 2.4563 1.6456 2.1264
H 0.9231 2.8862 -1.0889
H 0.3452 3.0349 0.5858
H -0.5991 2.1865 -0.6909
H 2.6024 -0.7780 -1.0938
H 2.7566 0.7902 -1.8616
H 1.2223 -0.8747 -3.1775
H 0.4360 0.6456 -2.7884
H 0.4699 -3.2562 -2.0460
H -0.5763 -3.3786 -0.6220
H 1.0922 -2.7958 -0.4437
H -1.7769 -1.6936 -3.1680
H -2.3268 -0.1589 -2.4815
H -2.6905 -1.7004 -1.6473
*
```

The LUMO energy (spin up / spin down) comes out at -14.119 / -14.117 eV. For the total energy, the calculation gives -1203.9963 a.u. The value obtained for the HOMO energy (spin up / spin down) is -0.7888 / -0.7887 hartree.



(4)
Formula: C11H22AlF2O4S
Source: OMol25
Level of theory: wB97M-V/def2-TZVPD

```
! wB97M-V def2-TZVPD RIJCOSX def2/J DEFGRID3
* xyz -1 1
C -1.3164 -2.8323 -0.1860
C 0.0597 -2.8066 0.4812
C 1.1788 -3.2356 -0.4735
C 1.6030 -2.1280 -1.4562
Al 2.6249 -0.6411 -0.6506
F 4.2902 -0.9767 -0.6917
O 2.2545 1.0105 -1.1678
C 1.7943 1.8342 -0.1400
C 0.3103 2.1531 -0.3223
C -0.5536 0.8964 -0.4751
C -2.0778 1.0300 -0.2201
C -2.8713 0.8884 -1.5219
C -2.5125 2.2974 0.5162
C 2.1748 1.0933 1.1942
S 1.1210 1.5900 2.5689
O -0.1498 0.9459 2.5831
O 1.2252 2.9957 2.8127
F 1.9484 0.9164 3.7484
O 2.1437 -0.2655 1.0599
H -1.2504 -2.4995 -1.2252
H -2.0280 -2.1776 0.3226
H -1.7397 -3.8400 -0.1917
H 0.0524 -3.4677 1.3538
H 0.2749 -1.8088 0.8674
H 2.0412 -3.5763 0.1081
H 0.8232 -4.1182 -1.0265
H 2.2328 -2.5805 -2.2336
H 0.7141 -1.7611 -1.9858
H 2.3416 2.7874 -0.1324
H 0.2432 2.7680 -1.2250
H -0.0276 2.7745 0.5101
H -0.1553 0.1193 0.1785
H -0.4030 0.5277 -1.4917
H -2.3750 0.1959 0.4230
H -3.9333 0.7112 -1.3260
H -2.7977 1.7999 -2.1233
H -2.5045 0.0542 -2.1224
H -2.4724 3.1756 -0.1346
H -3.5430 2.1937 0.8673
H -1.8967 2.4889 1.3961
H 3.1560 1.4681 1.5320
*
```

The LUMO energy comes out at 3.145 eV. For the total energy, the calculation gives -1573.9169 a.u. The value obtained for the HOMO energy is -0.2162 hartree.



(5)
Formula: C11H22BN3O5
Source: OMol25
Level of theory: wB97M-V/def2-TZVPD

```
! wB97M-V def2-TZVPD RIJCOSX def2/J DEFGRID3
* xyz 0 1
O 2.2234 -1.2997 -1.9368
O -3.3631 0.0182 -1.2848
O -0.7769 0.6063 2.9638
O -0.7995 -0.9644 4.8004
O -3.1683 2.1344 -0.4774
B -0.4967 -0.6218 3.5315
C 1.6566 -0.2375 -2.1428
C -2.6852 0.9233 -0.8167
N 0.2532 -0.3571 -2.2419
N 2.3177 1.5635 -0.6342
N -0.6070 1.8977 0.0845
C 0.1670 -1.7681 2.6935
C -0.7237 -2.3668 1.6205
C -0.2637 -1.3784 -1.3732
C -1.5739 -1.2905 0.8646
C 3.8563 0.8601 -2.3408
C -0.6250 0.7951 -2.1365
C -0.6423 -0.5940 -0.0994
C 2.4011 1.0845 -2.0165
C -1.1627 0.7851 -0.6976
H -0.9970 1.3045 3.6041
H -1.0747 -0.2961 5.4482
H -4.1404 2.1175 -0.5201
H 1.2939 1.7319 -0.4350
H 2.6723 0.8544 0.0010
H -0.8594 1.7690 1.0628
H -1.1335 2.6860 -0.2524
H 1.0591 -1.3456 2.2840
H 0.4014 -2.4859 3.4883
H -0.0495 -2.9021 0.9272
H -1.3881 -3.1341 2.0480
H -1.1773 -1.8108 -1.8087
H 0.5073 -2.1303 -1.2229
H -2.0807 -0.5669 1.5163
H -2.3433 -1.7925 0.2884
H 4.4044 1.8071 -2.3987
H 3.9274 0.3567 -3.3106
H 4.3379 0.2025 -1.5931
H -0.1388 1.7448 -2.3861
H -1.4518 0.6348 -2.8287
H 0.3127 -0.3880 0.3786
H 1.9309 1.8532 -2.6506
*
```

The LUMO energy comes out at -0.047 eV. For the total energy, the calculation gives -997.7976 a.u. As for the SMILES: C[C@H](N)C(=O)N1C[C@H](CCCB(O)O)[C@](N)(C(=O)O)C1. The value obtained for the HOMO energy is -0.3228 hartree. The energy relative to the best compared isomer or geometry (same formula, charge and spin) comes out at 3.6 kcal/mol.